[1]
45
Properties=species:S:1:pos:R:3:forces:R:3 method="wB97M-V/def2-TZVPD" relative_energy_kcal_mol=2.48 multiplicity=5 orbital_gap_ha="0.2682 / 0.2613" lumo_ev="0.59 / 0.59"
H -0.3925 2.9847 0.8702 -0.1 -0.4 0.0
N 0.1100 1.6466 -0.7404 0.4 2.2 -0.3
B 0.7734 0.7594 -3.0217 -0.1 -0.4 1.4
N 0.6758 1.8853 -1.9854 -1.0 1.0 1.1
C 0.8793 3.2058 -2.1397 -0.1 -0.3 0.4
Cr -0.3328 -0.2630 -0.1981 -1.3 0.2 0.6
H 1.2811 3.5987 -3.0648 0.0 -0.1 0.2
C 0.4858 3.8459 -0.9770 0.0 0.2 0.0
H 0.5414 4.8995 -0.7748 0.0 0.1 0.0
C 0.0054 2.8475 -0.1203 0.6 -0.6 -1.7
H 1.2326 1.1200 -4.0619 -0.1 0.0 -0.1
C -2.0120 -2.5634 0.8900 0.1 0.5 -0.7
H -2.4181 -2.4856 1.9098 0.4 0.1 -0.5
H -1.1093 -3.1950 0.8677 -0.4 0.4 0.0
H -2.7781 -3.0037 0.2376 0.2 0.1 0.1
N -0.6322 0.1278 -3.1109 -1.1 -0.6 0.7
N 1.6533 -0.2903 -2.3119 -0.1 -1.5 0.5
N -1.2392 -0.3548 -1.9670 -1.1 0.0 -2.3
N 1.2793 -0.8758 -1.1227 2.4 -0.6 -0.8
C -1.4576 -0.0091 -4.1551 -0.3 -0.3 0.4
C 2.7343 -0.9119 -2.7876 -0.1 -0.1 0.4
H -1.1163 0.3434 -5.1342 -0.4 -0.3 0.5
H 3.1146 -0.6134 -3.7532 0.2 -0.1 0.2
C -2.6360 -0.6106 -3.6881 0.0 0.2 -0.5
C 3.1065 -1.8800 -1.8694 0.3 -0.1 -0.1
C -2.4699 -0.7974 -2.3155 1.6 0.8 -0.7
C 2.1920 -1.8205 -0.8172 -0.4 1.2 -1.6
H -3.5001 -0.8744 -4.2679 -0.1 0.0 -0.1
H 3.9289 -2.5421 -1.9628 0.5 -0.4 0.0
H -3.1326 -1.1864 -1.5606 0.0 -0.1 -0.1
H 2.1424 -2.3692 0.1046 -0.1 -0.1 0.0
H -1.7707 -1.5148 0.4707 -0.6 -1.5 0.9
C -1.4884 0.2832 2.9490 0.1 -0.1 0.6
Si 0.1346 -0.1404 2.1138 0.2 -0.1 -0.3
C 1.4003 1.1518 2.5424 0.2 0.1 0.5
C 0.7932 -1.8083 2.7032 0.0 0.2 0.6
H -1.8236 1.2718 2.6070 -0.1 -0.2 0.2
H -1.3261 0.2874 4.0348 -0.4 0.1 0.0
H -2.2260 -0.4807 2.6725 0.0 0.4 0.3
H 1.6308 1.1787 3.6121 0.1 0.1 0.0
H 2.3018 0.8864 1.9857 0.1 0.2 0.1
H 1.0615 2.1394 2.2237 0.2 0.0 0.1
H 0.9900 -1.7372 3.7820 0.1 -0.4 -0.1
H 0.0610 -2.6011 2.5138 0.3 0.1 0.2
H 1.7247 -2.0265 2.1620 -0.2 0.0 0.3

---

[2]
73
Properties=species:S:1:pos:R:3:forces:R:3 method="wB97M-V/def2-TZVPD" total_charge=+1 orbital_gap_ha=0.1608 lumo_ev=-7.23
C 5.0636 -1.7754 1.4504 0.1 -0.6 -0.2
C 5.7193 -2.9003 0.4976 -0.4 1.0 -0.3
C 4.5673 -3.4209 -0.5116 0.8 0.0 0.0
C 5.2019 -3.9447 -1.8957 0.6 1.0 0.6
C 5.0681 -2.7548 -2.9716 0.9 -1.3 -0.6
C 3.8237 -2.9002 -3.9675 -0.5 1.0 -0.5
C 2.4065 -2.6051 -3.2950 -1.4 1.7 0.9
C 1.8828 -1.2876 -3.0610 1.0 -2.9 -0.2
C 2.7885 -0.0528 -3.4898 -0.1 0.8 -0.4
C 2.5186 1.3026 -2.6743 -0.5 0.0 0.8
C 3.8601 2.0739 -2.2317 -0.4 -0.2 -0.9
Br 3.7422 2.3705 -0.2391 0.4 -0.1 -1.2
C 0.4295 -1.1775 -2.4219 -1.9 2.4 0.3
O -0.2035 -0.0889 -2.3134 2.7 -3.7 -0.7
C -0.3813 -2.4723 -1.8997 1.3 -2.7 -0.6
P -2.0703 -2.2573 -1.0360 -1.9 3.3 0.6
O -2.1919 -0.9436 -0.2666 0.6 -3.3 -1.2
O -2.4664 -3.5582 -0.0211 1.3 1.2 -2.4
O -3.2468 -2.1913 -2.2929 1.5 -1.4 2.3
C 0.1474 -3.7699 -2.0923 0.1 3.3 -0.1
C 1.5416 -3.8617 -2.8658 0.7 -2.3 -0.7
O 1.9530 -5.0033 -3.1807 -1.3 3.3 1.1
H 4.0952 -2.2261 1.8796 1.4 0.9 -0.4
H 5.7665 -1.4342 2.2920 -1.1 -0.6 -1.2
H 4.8017 -0.8641 0.8077 0.3 -1.3 1.0
H 6.2200 -3.7485 1.0794 -0.8 1.1 -0.8
H 6.5351 -2.3682 -0.1152 -1.1 -0.9 0.8
H 3.9398 -2.4856 -0.7648 0.6 -1.6 0.6
H 3.9551 -4.2351 0.0035 0.6 1.3 -0.7
H 4.7948 -4.9424 -2.2612 0.3 1.4 0.4
H 6.3298 -4.0862 -1.6979 -1.7 0.0 -0.4
H 5.1006 -1.7508 -2.4341 -0.2 -1.3 -0.7
H 6.0247 -2.8019 -3.6174 -1.6 0.2 0.8
H 3.8019 -3.9009 -4.5361 0.0 1.4 1.3
H 3.9615 -2.1006 -4.7884 -0.3 -1.2 1.2
H 3.9129 -0.2825 -3.3730 -2.0 -0.1 0.0
H 2.6527 0.1444 -4.6206 0.1 -0.4 1.7
H 1.9768 1.0042 -1.7077 0.8 0.6 -1.5
H 1.8079 2.0277 -3.2179 1.2 -1.2 0.7
H 3.9655 3.0997 -2.7270 -0.2 -1.5 0.9
H 4.7858 1.4535 -2.4796 -1.2 0.9 0.7
H -2.0984 -4.4005 -0.3691 -0.4 0.5 0.3
H -4.0945 -2.5705 -1.9524 0.9 0.4 -0.4
H -0.3736 -4.7140 -1.7249 1.1 1.3 -0.8
C -2.6999 1.3975 1.8802 0.2 0.3 -0.3
C -3.7432 1.6125 3.0058 3.0 -3.1 -1.2
C -5.1671 1.4170 2.4303 -1.1 1.0 0.0
C -5.6164 2.5705 1.5391 0.4 0.1 -0.1
C -5.4698 3.9094 2.2546 -0.8 -1.3 0.2
C -4.0645 4.1414 2.8621 2.1 3.7 -1.5
N -3.5687 2.9601 3.6305 -8.7 -0.9 4.4
O -4.1886 2.9496 4.7820 4.1 0.3 -3.6
C -3.0525 4.4962 1.7454 0.2 -0.4 -0.4
C -4.1183 5.4351 3.7216 -0.2 -0.6 0.7
C -3.4442 0.4614 4.0030 -0.4 0.5 0.7
H -2.5178 0.3341 1.7046 -0.2 0.2 0.1
H -3.0125 1.7940 0.9162 0.0 0.0 0.1
H -1.7336 1.8403 2.1421 -0.1 0.0 0.0
H -5.8896 1.3082 3.2493 0.3 0.1 0.2
H -5.2126 0.4839 1.8607 0.6 0.0 0.2
H -5.0495 2.5791 0.6037 0.0 0.0 0.1
H -6.6633 2.4235 1.2559 0.1 0.0 0.1
H -5.7103 4.7166 1.5565 0.5 0.1 0.2
H -6.2275 3.9577 3.0466 0.3 0.0 0.2
H -2.0345 4.5501 2.1418 -0.1 0.0 0.0
H -3.2797 5.4726 1.3102 -0.1 -0.1 0.3
H -3.0577 3.8000 0.9104 0.0 -0.1 0.1
H -4.8907 5.3936 4.4932 0.1 -0.1 0.0
H -4.3516 6.3022 3.0997 0.1 -0.4 -0.2
H -3.1564 5.6258 4.2062 -0.1 -0.1 -0.1
H -2.4343 0.5547 4.4138 -0.1 0.0 -0.1
H -3.5098 -0.5083 3.5041 0.0 0.4 -0.2
H -4.1511 0.4229 4.8353 0.1 0.2 -0.1

---

[3]
80
Properties=species:S:1:pos:R:3:forces:R:3 method="wB97M-V/def2-TZVPD" total_charge=-1 orbital_gap_ha="0.0935 / 0.1235" lumo_ev="2.18 / 2.21"
O -1.6877 -1.1904 -2.7938 0.3 0.7 -0.2
C -0.7586 -2.0157 -2.6125 2.6 -0.3 0.2
C -0.8088 -3.1009 -1.6736 -1.7 -0.2 -1.1
C -1.5559 -3.0726 -0.4777 -0.4 -0.3 0.3
H -1.7285 -2.0971 -0.0369 -0.2 -0.1 0.1
C -2.0727 -4.2435 0.0731 0.2 0.0 -0.1
H -2.6712 -4.1940 1.0084 0.5 -0.1 -0.7
C -1.8406 -5.4796 -0.5714 -0.2 0.0 0.1
H -2.2833 -6.3920 -0.1623 0.2 0.2 -0.1
C -1.0628 -5.5274 -1.7576 0.3 -0.1 0.2
H -0.8723 -6.5096 -2.2551 -0.2 1.0 0.4
C -0.5514 -4.3421 -2.2808 0.6 -1.3 0.5
H 0.0483 -4.3449 -3.1933 -0.3 -0.1 0.1
H 0.3232 -2.0647 -3.1111 -2.7 0.4 -0.1
C 2.2170 -0.7615 -2.8341 2.7 0.8 0.1
C 1.6552 -1.1693 -1.5430 -2.2 -1.9 0.9
H 2.9865 -1.5151 -3.1018 -0.1 0.5 -0.2
H 2.6945 0.2446 -2.7214 0.0 -0.7 -0.6
H 1.5397 -0.7206 -3.6864 -0.5 0.1 0.2
C 1.9819 -2.3386 -0.8791 -0.2 0.4 -1.6
C 3.3742 -2.7844 -0.8590 0.3 -0.4 0.0
H 1.2882 -3.1360 -0.5523 0.1 1.1 0.4
H 3.3907 -3.8050 -1.1801 0.7 -1.0 -0.2
H 3.6967 -2.7227 0.1821 0.6 -0.1 0.1
H 4.0155 -2.1620 -1.4729 0.3 0.0 0.0
Sn 1.5455 0.4311 -0.1006 -2.3 -2.8 -1.0
Cl 3.9980 0.4428 0.1412 1.4 0.2 0.7
C 2.0914 2.3050 1.8366 -1.7 0.2 -3.0
O 1.4534 2.3307 0.7026 1.6 1.5 3.4
N 2.2495 3.4126 2.5016 0.6 0.7 0.4
C 1.9707 4.7137 1.9007 -0.3 0.4 0.5
C 2.9030 3.3798 3.7937 0.2 -0.3 0.1
H 2.5324 1.3773 2.2343 -0.4 0.3 0.1
H 1.4128 4.5943 0.9669 0.2 -0.1 0.3
H 2.9081 5.2677 1.7193 -0.2 -0.4 0.0
H 1.3825 5.3124 2.6221 0.1 -0.3 -0.4
H 2.8723 2.3435 4.1647 0.0 0.5 0.0
H 2.3716 4.0353 4.4805 -0.1 -0.1 0.1
H 3.9437 3.7075 3.7232 0.0 0.0 0.0
H -5.1757 -0.3824 -0.8797 0.1 0.0 0.1
H -4.7064 0.3589 1.3533 0.4 0.1 -0.1
C -4.1840 -0.8466 -0.7662 0.0 0.1 -0.3
C -3.6292 0.5486 1.2008 0.6 -0.4 0.3
N -3.2373 0.0433 -0.1147 -0.4 0.7 0.0
H -3.7738 -1.1056 -1.7451 0.0 -0.1 0.1
C -2.3407 0.7470 -0.8756 0.6 -0.3 0.0
O -1.2900 1.2402 -0.4628 -1.4 0.2 -0.2
H -3.4176 1.6276 1.2755 -0.1 -0.4 0.0
H -2.6470 0.8332 -1.9367 0.3 -0.3 0.2
H -4.2909 -1.7678 -0.1771 0.1 0.2 -0.2
H -3.0635 0.0344 1.9936 -0.3 0.2 -0.1
H 1.7690 4.4070 -4.0273 0.1 -0.4 0.0
H -0.5714 3.7832 -5.2565 0.0 0.0 0.1
C 1.9325 3.3182 -4.1570 0.0 0.1 0.4
C -0.2608 2.7389 -5.1332 0.2 0.2 0.0
N 0.6725 2.5965 -4.0250 0.0 0.2 -0.5
H 2.6464 2.9618 -3.3969 -0.4 0.1 -0.4
C 0.3527 1.8994 -2.9252 1.4 -0.5 1.8
O 1.1470 1.7591 -1.9533 -1.8 1.7 -2.6
H -1.1379 2.1250 -4.9584 -0.1 -0.1 0.0
H -0.6419 1.4232 -2.9442 0.3 0.0 0.1
H 2.3362 3.1615 -5.1626 0.0 -0.1 0.2
H 0.2097 2.4435 -6.0790 0.0 -0.1 0.2
C -1.5749 1.5652 4.9426 0.1 -0.5 0.4
C -1.4432 2.2673 3.7200 0.3 -0.4 -0.5
C -0.9066 1.6333 2.6036 0.3 -0.2 0.7
C -0.4426 0.2724 2.6865 0.1 -0.4 0.7
C 0.3039 -0.3989 1.6455 -0.3 0.5 -0.1
C 0.4098 -1.7649 1.7429 0.1 0.2 0.5
C 0.0367 -2.4885 2.8920 -0.3 -0.4 0.6
C -0.4975 -1.8689 3.9958 0.4 0.0 -0.6
C -0.7425 -0.4724 3.9079 0.2 0.6 -0.8
C -1.2448 0.2182 5.0233 -0.4 0.7 0.2
H -1.9528 2.0686 5.8369 0.1 -0.1 -0.3
H -1.7643 3.3101 3.6433 0.0 -0.3 0.1
H -0.8470 2.1384 1.6374 0.1 -0.2 0.4
H 0.8484 -2.3141 0.9310 0.1 0.0 0.1
H 0.2455 -3.5555 2.8751 -0.2 0.0 0.2
H -0.7321 -2.3956 4.9280 0.1 0.2 -0.4
H -1.3461 -0.3712 5.9472 -0.2 0.5 -0.3

---

[4]
30
Properties=species:S:1:pos:R:3:forces:R:3 method="wB97M-V/def2-TZVPD" relative_energy_kcal_mol=81.45 orbital_gap_ha=0.2589 lumo_ev=-0.41
B 0.2299 1.0097 1.5105 -0.5 0.1 1.3
C 3.2539 2.3470 -0.0675 1.0 -1.1 -0.2
C 2.9375 2.1487 1.2820 -0.8 0.8 0.7
C 0.6518 0.1178 -1.5924 1.1 -0.8 0.5
C -0.4968 1.0664 -1.5340 -0.8 -0.3 0.2
C 0.9945 -0.6617 -0.2704 -2.4 0.0 -2.1
C -1.8061 0.4096 -0.9752 1.2 1.8 -0.1
C 0.0611 -1.7688 0.2646 -2.7 0.4 -2.7
C -2.0409 0.4671 0.5662 -1.7 -0.1 -0.1
C -0.5913 -1.3367 1.5860 -0.2 -1.0 -0.1
C -1.0727 0.1238 1.7179 2.1 -0.8 -3.9
O 2.6345 2.1830 -1.1343 -0.4 0.6 0.8
S 1.2626 2.3077 1.9498 -0.5 -0.9 -0.7
H 4.3619 2.4324 -0.1643 -0.1 0.4 0.2
H 3.5034 2.5449 2.1365 0.4 -0.3 -0.9
H 0.4367 -0.6329 -2.3632 0.3 0.0 0.0
H 1.5260 0.7591 -1.8551 -0.5 -1.0 0.1
H -0.1507 2.0213 -1.1061 -0.5 -0.3 0.2
H -0.6442 1.2500 -2.5838 -0.5 0.6 -0.5
H 1.9843 -0.9704 -0.3878 1.7 -0.4 0.6
H 0.9234 0.1671 0.4331 0.9 0.9 1.1
H -2.6534 0.8790 -1.5490 0.5 -0.6 1.0
H -1.7270 -0.6388 -1.2444 -0.4 0.0 -0.2
H -0.7368 -2.1547 -0.5576 1.5 1.4 1.7
H 0.5730 -2.6846 0.3509 1.1 -1.0 0.8
H -2.5084 1.3427 0.9825 -0.2 1.2 -0.9
H -2.8744 -0.2148 0.6075 -0.4 -0.7 0.7
H -1.3364 -2.0722 1.9585 0.1 0.6 -0.5
H 0.2121 -1.4354 2.2574 1.1 -0.3 1.4
H -1.6067 0.1535 2.6182 -0.4 0.7 1.4

---

[5]
15
Properties=species:S:1:pos:R:3:forces:R:3 method="wB97M-V/def2-TZVPD" relative_energy_kcal_mol=19.87 orbital_gap_ha=0.3426 lumo_ev=-0.52 smiles="CCCC(=O)C=O"
C -2.2289 -0.0559 -0.6405 -0.1 0.0 0.0
C -0.9069 -0.5906 -0.0885 0.0 0.0 0.1
C 0.2094 0.4621 -0.2233 0.0 0.0 0.0
C 1.3399 0.2513 0.7513 -0.2 0.0 0.3
O 1.2028 0.3424 1.9523 0.1 -0.1 -0.4
C 2.7526 -0.0504 0.2408 0.2 -0.1 -0.4
O 3.0572 -0.0512 -0.9255 -0.2 0.0 0.6
H -2.5136 0.8687 -0.1208 0.0 -0.2 -0.1
H -3.0410 -0.7803 -0.5071 0.2 0.1 0.0
H -2.1520 0.1720 -1.7113 0.0 0.0 0.2
H -0.6301 -1.5147 -0.6130 0.0 0.2 0.1
H -1.0248 -0.8444 0.9718 0.0 0.1 -0.2
H 0.5807 0.5241 -1.2530 0.0 0.0 0.2
H -0.2149 1.4299 0.0689 0.0 0.0 -0.2
H 3.4716 -0.2508 1.0614 -0.1 0.0 -0.1

---

[6]
27
Properties=species:S:1:pos:R:3:forces:R:3 method="wB97M-V/def2-TZVPD" relative_energy_kcal_mol=95.10 total_charge=+2 orbital_gap_ha=0.2933 lumo_ev=-7.45
C 0.5488 -1.7660 -0.8724 -1.8 -1.0 -2.7
C 1.2472 -1.3829 0.2755 0.7 2.7 2.9
C -0.5760 -1.1994 -1.3161 -0.6 4.3 3.1
C 1.1405 -0.2110 0.9821 -0.2 -2.4 -1.3
C 0.2987 0.9199 0.5986 -0.9 2.2 -0.1
C -1.0157 0.5226 -0.0065 1.9 -6.1 -1.0
C 0.9892 1.7404 -0.5006 3.0 -2.5 -1.3
N -1.2685 -1.0586 -2.4186 1.7 -0.7 0.6
N -1.7791 1.3799 -0.6529 1.5 1.2 2.6
N 2.0384 -0.0027 2.1847 -1.1 -0.2 -2.3
N -1.7783 -0.6191 0.8322 0.1 -0.3 -0.5
H 0.7640 -2.5935 -1.5534 0.9 -0.3 0.8
H 1.9638 -1.9725 0.7792 0.8 -1.5 -0.3
H 0.1433 1.6192 1.4475 -0.1 -0.3 0.1
H 0.7992 1.1886 -1.4557 0.3 0.6 0.6
H 2.1251 1.7327 -0.3831 -1.4 -0.1 0.1
H 0.7773 2.7428 -0.6541 -1.1 1.9 0.1
H -0.6625 -1.0096 -3.1683 0.8 -0.1 -2.6
H -2.2227 -1.0023 -2.5961 -1.7 0.0 0.1
H -1.7731 2.2908 -0.2783 -0.4 1.4 0.1
H -2.3853 1.2067 -1.3570 -2.0 -0.9 -2.7
H 1.9036 -0.7377 2.8585 0.2 -0.3 0.7
H 1.7366 0.8931 2.5156 0.2 0.7 1.0
H 2.9897 0.0594 1.8408 0.6 0.0 0.4
H -1.3899 -1.5760 0.9038 0.6 0.7 -0.5
H -2.5811 -0.7426 0.2325 -0.8 0.0 0.4
H -2.0332 -0.4219 1.7622 -1.1 0.9 1.7

---

no.,calculated total energy (Ha)
1,-2196.54787
2,-4359.60531
3,-2307.26523
4,-889.35260
5,-345.77330
6,-494.59492